[1]
# C8H16Br8

A cluster of 4 separate species, C8H16Br8 in total (wB97M-V/def2-TZVPD, the OMol25 dataset).

Structure (XYZ):
```
32
Properties=species:S:1:pos:R:3:lowdin_charge:R:1
Br 4.61 0.05 0.10 0.672
Br 0.42 -1.75 2.23 0.694
Br 0.97 2.33 0.21 0.614
Br -2.91 2.73 0.98 0.668
Br -1.40 -4.63 -2.03 0.604
Br 5.10 -0.24 -4.42 0.627
Br -6.33 5.75 0.61 0.638
Br 0.49 -5.85 0.70 0.585
C -1.18 -4.84 0.80 -0.705
C -1.27 -3.80 -0.28 -0.736
C -3.98 4.33 1.19 -0.723
C -5.14 4.28 0.23 -0.733
C 4.67 -0.69 -1.69 -0.707
C 0.16 0.79 1.08 -0.746
C 1.23 -0.16 1.48 -0.736
C 5.40 0.29 -2.58 -0.716
H -0.50 0.35 0.34 0.049
H -2.17 -3.20 -0.16 0.061
H 5.14 -1.66 -1.65 0.061
H 1.82 -0.46 0.62 -0.002
H -0.46 1.15 1.90 0.027
H 3.63 -0.76 -1.99 0.045
H -2.00 -5.55 0.73 0.053
H -4.82 4.37 -0.80 0.057
H 5.00 1.29 -2.48 0.046
H 6.47 0.28 -2.42 0.057
H -1.13 -4.39 1.79 0.024
H -0.40 -3.15 -0.31 0.012
H -5.71 3.37 0.37 0.049
H 1.95 0.23 2.20 0.054
H -4.34 4.37 2.22 0.051
H -3.32 5.17 1.02 0.058
```

Properties
Relative energy (zero: lowest compared OMol25 entry of this formula, charge and spin), kcal per mole: 5.3
Spin multiplicity: 1
Gap between HOMO and LUMO, hartree: 0.380
Total charge: 0
SMILES: BrCCBr.BrCCBr.BrCCBr.BrCCBr
E_HOMO, eV: -10.0



[2]
# H2N2O4S

An isolated molecule of H2N2O4S (wB97M-V/def2-TZVPD, the OMol25 dataset).

Structure (XYZ):
```
9
Properties=species:S:1:pos:R:3:lowdin_charge:R:1
S -0.13 0.81 0.07 0.706
O -0.71 1.42 -1.10 -0.249
O -0.19 1.41 1.34 -0.224
O -2.31 -1.09 0.01 0.100
O -0.25 -1.80 0.37 0.010
N -1.15 -0.97 0.21 -0.436
N 1.44 0.39 -0.15 -0.041
H 1.71 0.28 -1.10 0.078
H 1.59 -0.45 0.35 0.056
```

Properties
Relative energy (zero: lowest compared OMol25 entry of this formula, charge and spin), kcal per mole: 26.2
⟨S²⟩: 2.01
Spin multiplicity: 3
Gap between HOMO and LUMO (spin up / spin down), hartree: 0.264 / 0.273
Total charge: 0
E_HOMO (spin up / spin down), eV: -7.6 / -11.4



[3]
# C8H13NSi

A cluster of 2 separate species, C8H13NSi in total (wB97M-V/def2-TZVPD, the OMol25 dataset).

Structure (XYZ):
```
23
Properties=species:S:1:pos:R:3:lowdin_charge:R:1
Si -2.71 0.04 1.23 0.473
N -2.68 0.18 -0.45 -0.194
C 2.34 -1.74 0.25 -0.095
C 3.19 -0.68 0.48 -0.097
C 1.45 0.91 -0.09 -0.304
C 0.96 2.32 -0.23 -0.053
C 0.69 -0.19 -0.31 0.063
C 1.03 -1.49 -0.16 -0.105
C -2.95 -0.72 -1.48 -0.246
C 2.76 0.63 0.32 -0.050
H 0.34 -2.30 -0.34 0.095
H 0.03 2.34 -0.78 0.073
H -1.73 1.02 1.71 -0.087
H -4.03 -0.83 -1.64 0.090
H 1.70 2.93 -0.73 0.079
H 4.21 -0.86 0.80 0.101
H -2.52 -0.34 -2.42 0.070
H -2.38 -1.29 1.78 -0.091
H 3.43 1.46 0.51 0.112
H -2.55 -1.73 -1.30 0.068
H -4.05 0.38 1.72 -0.085
H 2.67 -2.76 0.39 0.100
H 0.79 2.74 0.76 0.082
```

Properties
Relative energy (zero: lowest compared OMol25 entry of this formula, charge and spin), kcal per mole: 116.5
Spin multiplicity: 1
Gap between HOMO and LUMO (spin up / spin down), hartree: 0.331 / 0.292
Total charge: 0
E_HOMO (spin up / spin down), eV: -9.2 / -8.8



[4]
# C32H78O25

A cluster of 13 separate species, C32H78O25 in total (wB97M-V/def2-TZVPD, the OMol25 dataset).

Structure (XYZ):
```
135
Properties=species:S:1:pos:R:3:lowdin_charge:R:1
O -17.26 16.79 1.94 -0.114
O -23.92 17.53 -2.76 0.114
O -21.53 17.46 3.20 0.113
O -20.98 14.72 1.18 -0.034
O -11.51 13.05 2.02 0.033
O -17.34 10.07 0.78 0.007
O -16.26 15.45 -6.05 -0.025
O -16.99 12.31 0.95 0.122
O -20.90 18.39 1.30 -0.019
O -16.50 16.78 -0.55 -0.107
O -21.87 16.48 -2.84 -0.076
O -22.41 18.07 -4.28 0.017
O -15.82 11.02 -0.43 0.007
O -14.02 15.20 -1.58 -0.107
O -17.91 16.14 -4.63 0.119
O -13.37 13.92 2.47 0.040
O -22.77 13.62 0.60 -0.026
O -20.94 12.48 1.23 0.117
O -21.40 11.54 -2.62 -0.044
O -22.75 17.14 1.30 -0.045
O -17.31 14.04 -4.71 0.000
O -18.08 19.40 -5.33 -0.094
O -12.25 19.63 0.68 -0.066
O -12.23 14.77 0.71 0.057
O -18.15 20.91 1.11 -0.098
C -10.42 12.99 1.09 -0.048
C -21.72 17.67 2.02 -0.624
C -14.31 15.03 2.40 0.018
C -17.87 17.84 2.70 -0.283
C -17.72 17.47 4.21 -0.064
C -20.15 11.52 -2.10 -0.366
C -15.15 12.21 -0.78 -0.062
C -17.21 15.29 -5.11 -0.635
C -17.32 19.60 -4.12 -0.312
C -16.26 13.07 -5.00 0.002
C -16.78 21.43 -0.79 -0.097
C -16.79 11.22 0.49 -0.615
C -13.51 20.18 0.92 -0.359
C -13.18 16.07 -2.25 -0.350
C -17.37 21.94 0.49 -0.307
C -17.42 15.84 -1.10 -0.293
C -16.82 21.02 -4.08 -0.087
C -21.49 13.51 0.99 -0.654
C -18.42 10.02 1.70 -0.015
C -14.53 19.08 0.91 -0.081
C -13.72 16.22 -3.65 -0.066
C -23.45 12.31 0.53 0.014
C -16.09 16.87 -6.43 0.005
C -22.37 15.54 -1.78 0.010
C -21.31 18.90 0.01 0.005
C -19.85 14.78 2.10 0.027
C -23.72 16.39 2.15 0.001
C -12.38 13.97 1.66 -0.620
C -18.74 16.53 -1.24 -0.058
C -22.82 17.40 -3.23 -0.633
C -20.97 17.78 -4.67 0.008
C -19.64 12.90 -1.87 -0.053
H -13.55 14.99 -0.72 0.072
H -17.92 19.38 -3.25 0.092
H -16.18 22.18 -1.31 0.084
H -14.58 16.92 -3.62 0.081
H -15.36 13.43 -4.53 0.077
H -16.06 21.11 -3.28 0.063
H -15.71 17.54 -5.69 0.063
H -17.09 17.16 -6.81 0.104
H -18.00 16.45 4.33 0.045
H -15.38 16.73 -7.26 0.105
H -13.78 20.98 0.20 0.108
H -17.02 15.45 -2.07 0.113
H -16.53 18.89 -4.04 0.084
H -19.22 16.62 -0.23 0.083
H -18.58 8.97 1.64 0.093
H -21.72 18.09 -0.58 0.077
H -14.94 12.81 0.13 0.090
H -14.96 14.84 1.53 0.091
H -20.88 18.46 -5.49 0.083
H -16.53 22.16 1.18 0.112
H -24.22 17.02 2.87 0.091
H -20.83 16.72 -5.01 0.110
H -13.76 15.97 2.26 0.095
H -18.39 18.47 -5.23 0.050
H -19.49 10.95 -2.74 0.110
H -15.53 19.47 1.19 0.074
H -18.36 18.05 4.88 0.063
H -18.93 17.92 2.46 0.072
H -24.38 15.98 1.38 0.095
H -12.15 15.64 -2.24 0.124
H -20.28 14.51 3.08 0.114
H -13.08 17.04 -1.73 0.117
H -19.44 15.98 -1.87 0.060
H -16.57 12.18 -4.43 0.099
H -19.42 15.78 2.07 0.073
H -14.01 15.24 -3.96 0.049
H -14.27 11.99 -1.36 0.090
H -20.27 13.33 -1.08 0.059
H -17.44 18.81 2.44 0.082
H -17.55 14.93 -0.51 0.106
H -20.31 18.06 -3.83 0.088
H -12.89 16.47 -4.33 0.091
H -14.29 18.24 1.58 0.080
H -15.59 16.40 -0.69 0.083
H -17.51 21.14 -1.54 0.059
H -22.94 11.69 -0.15 0.067
H -14.52 18.77 -0.10 0.057
H -23.38 15.77 -1.35 0.111
H -17.57 21.78 -3.89 0.076
H -16.34 21.22 -5.04 0.080
H -20.36 19.29 -0.39 0.099
H -10.76 12.77 0.05 0.110
H -23.23 15.56 2.68 0.086
H -16.91 17.04 1.07 0.018
H -18.06 10.31 2.69 0.106
H -18.67 17.50 -1.73 0.070
H -19.17 14.00 1.83 0.078
H -16.10 20.64 -0.59 0.042
H -24.42 12.57 0.10 0.096
H -19.22 10.72 1.44 0.075
H -11.55 20.28 0.80 0.090
H -18.00 22.86 0.34 0.125
H -21.99 19.73 0.18 0.105
H -16.62 17.63 4.50 0.090
H -18.72 21.24 1.82 0.099
H -23.50 11.89 1.53 0.102
H -18.64 12.86 -1.40 0.073
H -16.15 12.83 -6.06 0.095
H -21.62 15.50 -1.02 0.041
H -21.66 10.67 -2.88 0.081
H -20.23 10.99 -1.14 0.109
H -14.87 15.11 3.31 0.090
H -15.75 12.85 -1.43 0.084
H -19.54 13.60 -2.74 0.095
H -13.52 20.73 1.89 0.118
H -22.42 14.59 -2.31 0.091
H -9.85 13.91 0.97 0.090
H -9.72 12.28 1.54 0.097
```

Properties
Spin multiplicity: 1
Gap between HOMO and LUMO, hartree: 0.359
Total charge: 0
E_HOMO, eV: -9.2



[5]
# C11H22ClN4O2

A cluster of 2 separate species, C11H22ClN4O2 in total (wB97M-V/def2-TZVPD, the OMol25 dataset).

Structure (XYZ):
```
40
Properties=species:S:1:pos:R:3:lowdin_charge:R:1
Cl 1.76 -1.12 3.37 0.717
O 0.56 1.45 -4.36 0.007
O -0.51 2.62 4.04 -0.027
N -0.42 -0.18 -0.92 -0.025
N 0.18 0.57 1.05 0.023
N 2.17 2.77 -3.44 0.153
N 2.20 2.26 -5.69 0.163
C -0.73 -2.21 3.01 -0.267
C -2.03 -1.24 -2.44 -0.057
C 0.44 1.52 2.11 -0.114
C -0.71 -3.69 3.36 -0.084
C 0.20 -0.81 1.11 -0.178
C -0.60 1.48 3.22 -0.238
C -0.20 0.90 -0.19 0.002
C 1.58 2.11 -4.49 -0.664
C -0.87 -0.25 -2.31 -0.153
C 0.53 -1.75 2.25 -0.603
C -0.18 -1.27 -0.12 0.048
H -0.01 -3.90 4.16 0.082
H -0.44 0.63 3.87 0.093
H -1.20 0.72 -2.63 0.115
H -0.31 1.91 -0.55 0.170
H 1.74 2.69 -2.54 0.084
H -0.05 -0.58 -2.94 0.120
H 1.00 -2.61 1.77 0.102
H 3.03 2.80 -5.82 0.102
H -2.62 -1.00 -3.31 0.087
H -1.61 1.41 2.80 0.131
H 1.42 1.34 2.53 0.102
H -1.68 -2.26 -2.53 0.077
H 1.79 1.79 -6.48 0.111
H 0.45 2.53 1.70 0.133
H -2.68 -1.19 -1.58 0.084
H -0.83 -1.58 3.90 0.093
H -1.59 -2.00 2.38 0.113
H -0.45 -4.28 2.49 0.078
H 3.00 3.32 -3.54 0.099
H -0.35 3.40 3.52 0.089
H -1.69 -3.99 3.69 0.081
H -0.28 -2.29 -0.43 0.151
```

Properties
Relative energy (zero: lowest compared OMol25 entry of this formula, charge and spin), kcal per mole: 0.0
Spin multiplicity: 1
Gap between HOMO and LUMO, hartree: 0.373
Total charge: +1
E_HOMO, eV: -12.8



[6]
# C28H51N5O2S

A structure of composition C28H51N5O2S (wB97M-V/def2-TZVPD, the OMol25 dataset).

Structure (XYZ):
```
87
Properties=species:S:1:pos:R:3:lowdin_charge:R:1
S 1.39 -1.19 5.97 1.012
O -5.15 -2.08 0.27 0.024
O 2.13 1.67 -5.53 0.029
N -5.59 -2.60 -1.86 0.010
N 6.15 2.08 2.94 -0.019
N 4.11 2.62 -6.03 0.005
N 2.06 0.19 5.53 -0.239
N -0.08 -1.01 5.31 -0.217
C -0.89 -2.02 -1.80 -0.180
C 1.20 0.38 -1.24 -0.214
C 0.82 1.77 -1.74 -0.194
C 3.33 1.75 -5.33 -0.544
C -2.45 -0.73 2.46 -0.179
C -0.09 0.17 4.72 -0.305
C -1.01 2.01 3.51 -0.025
C -1.93 -2.98 1.35 -0.186
C 1.32 2.18 4.24 -0.174
C -1.33 2.51 -2.90 -0.115
C -5.63 -2.86 -0.53 -0.550
C 5.02 2.91 3.40 -0.292
C -6.10 -3.40 -2.96 -0.076
C 2.63 2.93 4.30 -0.145
C 4.02 0.89 -4.29 -0.005
C 5.53 2.85 -5.92 -0.078
C -1.20 0.75 4.01 -0.169
C 0.20 -0.24 -0.26 -0.200
C -1.49 -1.94 2.40 -0.188
C -2.47 -0.02 3.82 -0.138
C 3.80 2.08 3.79 -0.218
C -0.81 -3.44 0.39 -0.198
C -6.28 -4.16 -0.10 -0.008
C 0.22 2.70 3.62 -0.024
C 1.17 0.88 4.83 -0.295
C -1.17 -3.36 -1.10 -0.197
C -1.07 -0.77 -0.93 -0.180
C -0.01 1.75 -3.06 -0.243
H -2.20 -3.68 -1.25 0.098
H 1.74 2.31 -1.94 0.095
H -1.75 2.40 -1.90 0.058
H -1.43 -2.40 3.38 0.096
H -0.16 0.73 -3.39 0.095
H 0.57 2.28 -3.80 0.071
H -0.63 -4.49 0.61 0.100
H -0.48 -1.62 2.15 0.090
H 4.79 3.64 2.63 0.105
H 3.59 3.16 -6.70 0.138
H -1.83 2.48 2.99 0.117
H 5.73 3.89 -5.65 0.082
H -0.09 0.51 0.47 0.102
H -1.61 -1.94 -2.61 0.100
H 4.12 1.35 4.52 0.093
H -6.55 -4.31 -2.59 0.070
H -1.87 -0.91 -0.22 0.087
H -5.14 -1.72 -2.08 0.139
H 6.02 2.65 -6.88 0.082
H -6.85 -2.84 -3.52 0.083
H -2.08 2.18 -3.61 0.065
H 2.82 3.28 5.32 0.123
H 3.44 1.54 2.91 0.116
H 0.72 -1.02 0.29 0.091
H 5.37 3.40 4.30 0.110
H -5.76 -5.01 -0.53 0.084
H -1.16 3.57 -3.06 0.068
H 4.49 1.51 -3.52 0.086
H -2.76 -2.62 0.76 0.068
H 0.27 2.32 -0.98 0.099
H 2.14 0.47 -0.67 0.102
H -5.28 -3.67 -3.64 0.082
H 2.53 3.77 3.62 0.108
H -0.56 -4.12 -1.60 0.100
H 3.28 0.26 -3.82 0.072
H 1.42 -0.30 -2.05 0.092
H 0.12 -2.95 0.61 0.089
H -3.44 -1.10 2.22 0.103
H 5.97 2.21 -5.16 0.070
H 4.78 0.26 -4.75 0.084
H -1.40 0.03 -1.59 0.091
H 0.29 3.69 3.18 0.110
H -3.32 0.66 3.84 0.114
H -2.55 -0.76 4.62 0.107
H -6.23 -4.22 0.98 0.083
H 0.08 -2.01 -2.27 0.098
H -7.33 -4.18 -0.41 0.084
H -2.31 -3.86 1.87 0.106
H 6.44 1.49 3.72 0.057
H 5.81 1.42 2.25 0.056
H -2.13 -0.02 1.70 0.094
```

Properties
Spin multiplicity: 1
Gap between HOMO and LUMO, hartree: 0.298
Total charge: 0
E_HOMO, eV: -8.3



no.,strongest force on any atom (eV/A)
1,0.7
2,4.5
3,1.1
4,3.0
5,1.2
6,1.4